Entry 1:
{
  "formula": "C7H13N3O",
  "method": "ωB97M-V with the def2-TZVPD basis set",
  "homo_energy_ev": -8.267,
  "smiles": "CC(C)(C)[C@@H]1C(=O)NN=C1N",
  "gap_ev": 8.91,
  "e_above_lowest_kj_mol": 268.8,
  "elements": ["C", "C", "C", "C", "C", "C", "O", "N", "N", "C", "N", "H", "H", "H", "H", "H", "H", "H", "H", "H", "H", "H", "H", "H"],
  "coordinates": [[0.595, 1.922, -1.016], [0.571, 0.567, -0.437], [1.266, -0.383, -1.350], [1.330, 0.619, 0.908], [-0.873, 0.138, -0.065], [-1.487, 0.656, 1.187], [-1.588, 1.820, 1.546], [-1.810, -0.351, 2.020], [-1.704, -1.661, 1.506], [-1.099, -1.597, 0.377], [-0.910, -2.591, -0.458], [0.004, 2.150, -1.960], [1.583, 2.199, -1.202], [-0.067, 2.635, -0.368], [2.323, -0.649, -0.917], [0.867, -1.372, -1.645], [1.507, 0.086, -2.340], [1.351, -0.323, 1.417], [0.796, 1.415, 1.526], [2.507, 0.826, 0.869], [-1.477, 0.145, -0.926], [-1.845, -0.327, 3.045], [-0.649, -2.401, -1.442], [-1.187, -3.523, -0.274]]
}



Entry 2:
{
  "formula": "C7H13N3O2",
  "method": "ωB97M-V with the def2-TZVPD basis set",
  "homo_energy_ev": [-16.034, -16.592],
  "charge": 2,
  "spin_multiplicity": 3,
  "gap_ev": [7.66, 7.36],
  "e_above_lowest_kj_mol": 190.7,
  "elements": ["C", "C", "C", "C", "C", "C", "C", "N", "N", "N", "O", "O", "H", "H", "H", "H", "H", "H", "H", "H", "H", "H", "H", "H", "H"],
  "coordinates": [[1.467, -0.943, 0.344], [1.683, 0.457, 0.124], [-2.142, -0.402, 0.122], [2.778, 1.145, 0.705], [-0.443, 0.452, -1.193], [-4.546, -0.094, 0.577], [3.413, -2.032, -0.393], [-1.650, 0.660, -0.427], [-3.219, -0.629, 0.817], [0.656, 1.143, -0.493], [3.164, 2.386, 0.578], [2.132, -1.978, 0.335], [3.369, 0.425, 1.195], [-0.129, -0.705, -1.324], [-0.637, 0.889, -2.307], [-4.567, 0.822, 1.302], [-5.268, -0.816, 0.634], [-4.758, 0.440, -0.329], [4.120, -2.155, 0.442], [3.623, -1.306, -1.190], [3.283, -2.927, -0.877], [-1.934, 1.580, -0.434], [-3.183, -1.206, 1.650], [0.334, 1.942, 0.030], [2.451, 2.853, 0.115]]
}



Entry 3:
{
  "formula": "C7H13N3S",
  "method": "ωB97M-V with the def2-TZVPD basis set",
  "homo_energy_ev": [-7.403, -7.401],
  "gap_ev": [7.11, 7.11],
  "e_above_lowest_kj_mol": 609.2,
  "elements": ["C", "C", "C", "C", "C", "C", "C", "N", "N", "N", "S", "H", "H", "H", "H", "H", "H", "H", "H", "H", "H", "H", "H", "H"],
  "coordinates": [[-3.479, 0.495, 1.267], [2.249, 0.812, -0.417], [2.129, -0.393, -1.367], [1.690, 0.510, 0.982], [0.675, -0.650, -1.615], [0.258, 0.044, 0.776], [0.051, -0.988, -0.239], [-3.299, -0.877, 1.122], [-2.640, -1.231, 0.157], [-2.108, -0.317, -0.628], [-2.437, 1.237, -0.213], [-4.463, 0.822, 1.026], [-3.026, 1.002, 2.157], [3.396, 1.200, -0.359], [1.715, 1.711, -0.903], [2.641, -0.342, -2.266], [2.490, -1.464, -0.890], [2.296, -0.158, 1.713], [1.681, 1.427, 1.571], [0.046, 0.134, -1.904], [0.615, -1.650, -2.165], [-0.125, -0.264, 1.814], [-0.151, 0.887, 0.292], [-0.205, -1.950, 0.091]]
}



Entry 4:
{
  "formula": "C7H13N4",
  "method": "ωB97M-V with the def2-TZVPD basis set",
  "homo_energy_ev": -13.686,
  "charge": 1,
  "gap_ev": 9.21,
  "e_above_lowest_kj_mol": 718.1,
  "elements": ["C", "C", "C", "C", "C", "C", "C", "N", "N", "N", "N", "H", "H", "H", "H", "H", "H", "H", "H", "H", "H", "H", "H", "H"],
  "coordinates": [[0.220, 2.279, 0.292], [-0.903, -0.144, 0.307], [-4.267, -0.910, 0.111], [4.124, 0.520, -0.571], [-1.921, -0.215, -0.554], [-3.260, 0.262, 0.048], [3.812, -0.781, 0.195], [0.285, -0.736, -0.156], [1.403, -0.776, 0.135], [1.282, 1.817, 0.289], [2.442, -1.124, 0.511], [-1.055, 0.147, 1.252], [-5.130, -0.759, 0.749], [-3.869, -1.846, 0.363], [-4.655, -1.275, -0.820], [5.136, 0.406, -0.624], [3.596, 0.378, -1.482], [3.768, 1.488, -0.165], [-1.703, -0.682, -1.460], [-3.252, 0.612, 1.159], [-3.784, 0.975, -0.620], [-0.737, 2.720, 0.353], [4.261, -1.742, -0.422], [4.208, -0.612, 1.110]]
}



Entry 5:
{
  "formula": "C7H13N4O3S",
  "method": "ωB97M-V with the def2-TZVPD basis set",
  "homo_energy_ev": -13.114,
  "smiles": "[H]/N=C(\\O[S@@](=O)(O)=NC)[C@@H]1CC(C)=NC=[NH+]1",
  "charge": 1,
  "gap_ev": 8.88,
  "e_above_lowest_kj_mol": 85.1,
  "elements": ["H", "N", "C", "O", "S", "O", "O", "N", "C", "C", "C", "C", "C", "N", "C", "N", "H", "H", "H", "H", "H", "H", "H", "H", "H", "H", "H", "H"],
  "coordinates": [[-1.195, 2.553, -2.136], [-0.468, 2.025, -1.627], [-0.892, 1.418, -0.587], [-2.166, 1.511, -0.253], [-2.901, 0.193, 0.430], [-2.505, 0.103, 1.786], [-4.374, 0.613, 0.212], [-2.420, -1.029, -0.474], [-3.323, -1.953, -1.081], [0.193, 0.754, 0.214], [1.605, 1.303, -0.031], [2.685, 0.331, 0.147], [4.097, 0.822, 0.562], [2.552, -0.963, 0.099], [1.266, -1.376, -0.269], [0.191, -0.674, -0.086], [-4.946, 0.895, 0.929], [-2.784, -2.912, -1.100], [-4.205, -1.991, -0.403], [-3.494, -1.607, -2.133], [-0.020, 0.926, 1.259], [1.772, 2.188, 0.720], [1.379, 1.713, -1.094], [3.963, 1.598, 1.354], [4.481, 1.408, -0.390], [4.785, -0.022, 0.797], [1.176, -2.373, -0.689], [-0.788, -1.047, -0.200]]
}



Entry 6:
{
  "formula": "C7H13N4O5S",
  "method": "ωB97M-V with the def2-TZVPD basis set",
  "homo_energy_ev": -13.930,
  "charge": 1,
  "gap_ev": 10.17,
  "elements": ["N", "C", "N", "C", "N", "N", "C", "S", "O", "O", "H", "H", "H", "H", "H", "H", "H", "C", "C", "C", "O", "C", "O", "O", "H", "H", "H", "H", "H", "H"],
  "coordinates": [[-1.648, -1.358, 0.592], [-1.518, -0.007, 0.420], [-0.537, 0.781, 0.849], [-0.847, 1.992, 0.438], [-2.003, 1.998, -0.214], [-2.444, 0.722, -0.245], [-3.680, 0.267, -0.857], [-5.042, 0.436, 0.349], [-6.191, 0.916, -0.332], [-5.065, -0.772, 1.104], [-1.141, -1.993, 0.009], [-2.144, -1.685, 1.399], [-0.243, 2.862, 0.595], [-2.494, 2.778, -0.625], [-3.539, -0.779, -1.092], [-3.876, 0.818, -1.768], [-4.544, 1.421, 1.151], [3.745, -2.334, -0.126], [3.790, -0.890, -0.555], [4.303, 0.079, 0.483], [3.633, 1.297, 0.111], [2.493, 0.958, -0.514], [1.624, 1.726, -0.796], [2.460, -0.363, -0.781], [3.205, -2.445, 0.816], [3.231, -2.939, -0.873], [4.754, -2.724, -0.001], [4.343, -0.787, -1.491], [5.381, 0.216, 0.458], [3.993, -0.187, 1.496]]
}



Entry 7:
{
  "formula": "C7H13NO",
  "method": "ωB97M-V with the def2-TZVPD basis set",
  "homo_energy_ev": -8.745,
  "smiles": "[H]/N=C(/C)OC.C=C=CC",
  "gap_ev": 9.70,
  "e_above_lowest_kj_mol": 359.1,
  "elements": ["H", "N", "C", "C", "O", "C", "H", "H", "H", "H", "H", "H", "C", "C", "C", "C", "H", "H", "H", "H", "H", "H"],
  "coordinates": [[2.171, -1.137, 0.897], [2.049, -0.765, -0.039], [1.519, 0.361, -0.141], [1.334, 1.135, -1.399], [0.806, 1.023, 0.960], [1.308, 0.817, 2.280], [0.997, 0.455, -2.176], [0.580, 1.909, -1.280], [2.271, 1.624, -1.669], [1.043, 1.685, 2.878], [0.869, -0.087, 2.713], [2.389, 0.679, 2.338], [-2.434, 0.712, 0.596], [-1.381, -0.013, 0.263], [-0.963, -1.141, -0.318], [-1.527, -1.753, -1.564], [-3.374, 0.238, 0.839], [-2.508, 1.759, 0.344], [-0.144, -1.678, 0.149], [-2.367, -1.191, -1.972], [-0.762, -1.861, -2.334], [-1.877, -2.771, -1.364]]
}



Entry 8:
{
  "formula": "C7H13NO",
  "method": "ωB97M-V with the def2-TZVPD basis set",
  "homo_energy_ev": -9.503,
  "smiles": "CC(C)(C)[C@H]1CC(=O)N1",
  "gap_ev": 10.20,
  "e_above_lowest_kj_mol": 88.0,
  "elements": ["C", "C", "C", "C", "C", "C", "C", "O", "N", "H", "H", "H", "H", "H", "H", "H", "H", "H", "H", "H", "H", "H"],
  "coordinates": [[-0.793, -0.696, 1.400], [-0.706, 0.192, 0.155], [-0.648, 1.658, 0.596], [-1.934, -0.042, -0.729], [0.615, 0.011, -0.865], [2.028, 0.417, -0.377], [2.326, -1.088, -0.373], [3.297, -1.803, -0.303], [1.003, -1.396, -0.542], [-0.960, -1.747, 1.143], [0.112, -0.624, 2.010], [-1.647, -0.402, 2.022], [-1.554, 1.929, 1.152], [0.212, 1.836, 1.249], [-0.564, 2.332, -0.260], [-1.958, -1.067, -1.113], [-2.857, 0.126, -0.160], [-1.941, 0.639, -1.585], [0.465, 0.133, -1.945], [2.612, 0.988, -1.107], [2.149, 0.875, 0.608], [0.741, -2.271, -0.976]]
}



Entry 9:
{
  "formula": "C7H13NO2",
  "method": "ωB97M-V with the def2-TZVPD basis set",
  "homo_energy_ev": [-7.399, -6.787],
  "gap_ev": [8.12, 7.50],
  "e_above_lowest_kj_mol": 630.8,
  "elements": ["C", "C", "C", "C", "C", "C", "C", "N", "O", "O", "H", "H", "H", "H", "H", "H", "H", "H", "H", "H", "H", "H", "H"],
  "coordinates": [[-1.885, -1.065, -0.103], [-0.406, -0.929, -0.194], [-0.332, 0.622, 0.112], [0.400, -1.884, 0.662], [-0.041, -1.127, -1.726], [0.856, 1.441, -0.382], [-0.519, 0.913, 1.611], [-1.453, 1.043, -0.713], [-2.902, -1.629, 0.170], [-2.331, 1.937, -0.204], [1.348, -1.623, 0.634], [0.157, -2.909, 0.431], [0.060, -1.856, 1.741], [-0.284, -2.107, -2.096], [0.962, -0.732, -1.896], [-0.753, -0.284, -2.114], [1.097, 1.415, -1.414], [1.890, 1.139, -0.077], [0.803, 2.494, -0.184], [-0.770, 2.049, 1.754], [0.309, 0.553, 2.118], [-1.329, 0.497, 2.045], [-2.960, 2.155, -0.903]]
}



Entry 10:
{
  "formula": "C7H13NO2",
  "method": "ωB97M-V with the def2-TZVPD basis set",
  "homo_energy_ev": [-7.089, -7.088],
  "gap_ev": [7.34, 7.34],
  "e_above_lowest_kj_mol": 560.0,
  "elements": ["C", "C", "C", "C", "C", "C", "C", "O", "N", "O", "H", "H", "H", "H", "H", "H", "H", "H", "H", "H", "H", "H", "H"],
  "coordinates": [[-0.813, -0.413, -0.429], [-1.449, 0.687, 0.380], [-0.762, -0.080, -1.896], [-1.366, -1.781, -0.115], [1.343, 0.303, 1.856], [1.278, -1.013, -0.267], [1.319, 0.262, 0.350], [2.245, 2.308, 0.354], [1.684, 1.255, -0.455], [1.602, -1.939, -0.902], [2.644, 2.871, -0.323], [-2.436, -1.831, -0.360], [-0.896, 1.625, 0.265], [-2.464, 0.890, 0.014], [-1.533, 0.430, 1.438], [-0.252, -0.852, -2.478], [-1.777, 0.010, -2.306], [-0.270, 0.885, -2.053], [-0.896, -2.569, -0.709], [-1.269, -2.024, 0.947], [0.796, 1.181, 2.198], [2.376, 0.388, 2.199], [0.896, -0.592, 2.291]]
}